Record 1
Here is a 2-piece molecular cluster, C4H8N3 overall from the OMol25 dataset. Energies are from ωB97M-V/def2-TZVPD.

XYZ file:
```
15
Properties=species:S:1:pos:R:3:lowdin_charge:R:1
C -1.242 -0.202 2.760 0.16
C -1.367 0.483 1.791 -0.20
C 0.618 0.005 -0.803 -0.51
C 1.215 -0.381 -2.124 0.05
N -0.502 0.534 -0.956 0.31
N 1.213 -0.421 0.287 0.20
N -1.635 1.137 0.631 0.14
H -0.853 -0.841 3.542 0.07
H 2.084 0.311 -2.360 0.15
H 0.567 -0.232 -2.899 0.07
H 1.436 -1.369 -1.990 0.08
H 1.946 -1.011 0.341 0.08
H 0.602 -0.673 1.119 0.13
H -2.255 0.540 0.157 0.11
H -1.828 2.121 0.504 0.16
```

Computed properties:
LUMO energy (alpha / beta)	-0.224 / -0.224	hartree
HOMO energy (alpha / beta)	-14.36 / -14.36	eV
net charge	+1
energy	-8735.848	eV
ΔE to the lowest compared entry with this formula, charge and spin	159.9	kcal/mol

=====

Record 2
Here is a 2-piece molecular cluster, C4H8N3 overall from the OMol25 dataset. Energies are from ωB97M-V/def2-TZVPD.

XYZ file:
```
15
Properties=species:S:1:pos:R:3:lowdin_charge:R:1
C 0.651 4.108 0.433 0.22
C -0.545 0.313 -0.209 0.19
C -0.882 -1.861 -1.071 0.00
C 0.833 -1.428 0.613 -0.01
N 0.587 1.936 1.324 0.21
N 0.480 3.009 0.874 -0.21
N -0.217 -0.891 -0.214 -0.24
H 0.228 5.080 0.438 0.08
H -1.300 0.810 -0.793 0.09
H -1.609 -1.375 -1.719 0.11
H -0.141 -2.376 -1.682 0.11
H -1.397 -2.597 -0.453 0.12
H 0.451 -2.267 1.192 0.11
H 1.643 -1.796 -0.017 0.12
H 1.219 -0.664 1.286 0.09
```

Computed properties:
LUMO energy (alpha / beta)	-0.244 / -0.244	hartree
HOMO energy (alpha / beta)	-13.47 / -13.49	eV
net charge	+1
energy	-8734.049	eV
ΔE to the lowest compared entry with this formula, charge and spin	201.4	kcal/mol